{
  "formula": "C20H37Cl2N5O2PS2Sn",
  "method": "ωB97M-V/def2-TZVPD",
  "species": ["Sn", "C", "C", "N", "C", "C", "N", "C", "C", "C", "N", "C", "C", "N", "C", "H", "H", "H", "H", "H", "H", "H", "H", "H", "H", "H", "H", "H", "H", "H", "H", "H", "H", "H", "H", "H", "H", "H", "H", "C", "C", "O", "P", "S", "S", "O", "C", "C", "H", "H", "H", "H", "H", "H", "H", "H", "H", "H", "Cl", "C", "C", "C", "C", "C", "Cl", "C", "N", "H", "H", "H"],
  "coordinates": [[0.959758, 1.021410, -0.269667], [-1.150810, 0.203390, -2.690059], [-1.349077, 0.927028, -1.371955], [-3.093520, 2.734082, 0.165744], [-1.336665, 0.617293, 1.156450], [-1.313902, -0.210650, 2.400367], [-0.883758, -1.552490, 1.966106], [-0.421497, -2.412123, 3.043370], [0.397100, -3.582526, 2.497434], [1.770389, -3.162477, 1.944963], [1.777158, -2.357568, 0.735788], [1.789978, -3.055151, -0.533892], [0.519439, -2.911252, -1.369099], [0.269837, -1.520482, -1.710089], [-1.004607, -1.292103, -2.384192], [-0.302799, 0.626643, -3.233172], [-2.101725, 0.371466, -3.218018], [-4.182091, 0.668657, -1.536852], [-1.233847, 2.004991, -1.527486], [-4.712126, 0.995083, -1.949580], [-2.544764, -0.660558, -0.136052], [-1.070867, 1.650584, 1.356054], [-2.328837, -0.280074, 2.823205], [-0.677080, 0.274828, 3.145589], [-0.049657, -1.375703, 1.407298], [-1.287229, -2.778961, 3.607042], [0.226728, -1.850174, 3.740778], [-0.174253, -4.126298, 1.737506], [0.585040, -4.268551, 3.331681], [2.384553, -4.068213, 1.793052], [2.240615, -2.563361, 2.730206], [2.466332, -1.617437, 0.769940], [1.978012, -4.128131, -0.376624], [2.609769, -2.651387, -1.139318], [-0.346984, -3.264651, -0.801087], [0.628563, -3.536198, -2.273351], [1.029414, -1.152998, -2.280705], [-1.772964, -1.514014, -1.637839], [-1.166954, -1.938928, -3.261150], [1.615538, 3.548643, -3.557737], [2.742211, 2.547072, -3.762990], [3.794922, 2.699443, -2.826442], [3.511621, 2.169051, -1.250914], [1.961769, 0.929576, 1.817405], [3.442326, 0.108481, -1.490272], [4.985302, 2.593363, -0.687367], [6.064350, 1.683316, -0.484142], [5.998545, 1.087233, 0.908133], [0.890463, 3.469997, -4.372400], [2.012837, 4.565107, -3.538099], [1.093689, 3.366533, -2.617506], [3.196780, 2.690539, -4.747376], [2.361734, 1.519653, -3.714557], [6.977187, 2.269776, -0.622829], [6.023798, 0.896842, -1.240591], [6.086345, 1.869342, 1.664349], [6.801699, 0.357220, 1.045395], [5.034077, 0.597969, 1.052527], [-3.700164, 3.777628, 3.418253], [-5.484889, 2.143544, 2.099492], [-6.491877, 1.238314, 2.216396], [-6.297977, -0.137838, 2.120535], [-5.053726, -0.620649, 1.614823], [-4.134836, 0.185448, 1.083246], [-2.757357, 0.675786, 0.106204], [-4.512094, 2.964088, 1.981539], [-3.819293, 3.465496, 0.785510], [-7.497742, 1.612463, 2.399323], [-7.087225, -0.830973, 2.380847], [-4.884690, -1.705458, 1.566856]],
  "atomic_forces_ev_per_a": [[-0.8, -0.5, 0.5], [-1.0, -0.4, 0.9], [1.9, 1.3, -0.8], [-0.1, 1.9, 0.2], [2.1, 1.1, 1.2], [-1.7, -0.6, -0.8], [0.5, 0.1, 0.4], [0.0, 0.0, -0.1], [0.0, 0.2, -0.1], [0.1, 0.1, 0.1], [-0.3, -0.3, -0.1], [0.1, 0.1, 0.0], [-0.1, 0.2, 0.2], [0.1, 0.0, -0.4], [0.4, 0.4, 0.3], [-0.1, -0.1, -0.3], [0.2, -0.1, -0.5], [-0.4, 0.1, -0.4], [-0.4, 0.1, -0.1], [0.0, -0.1, -0.1], [0.1, 0.2, -0.2], [-0.6, 0.4, 0.0], [0.1, -0.1, 0.3], [0.3, 0.0, -0.2], [-0.1, 0.0, -0.2], [0.1, 0.0, 0.1], [-0.1, 0.0, 0.1], [0.0, 0.0, 0.0], [0.0, -0.1, -0.1], [0.0, 0.0, 0.1], [0.1, 0.0, -0.1], [-0.1, 0.1, 0.1], [0.0, 0.0, -0.1], [0.1, -0.1, 0.0], [0.0, 0.0, 0.0], [-0.1, -0.1, 0.0], [0.1, -0.1, 0.1], [-0.1, -0.3, -0.2], [0.1, 0.0, -0.1], [0.0, 0.0, 0.0], [0.1, 0.0, 0.1], [0.1, 0.1, 0.0], [0.1, -0.1, -0.5], [0.0, 0.0, 0.1], [0.0, 0.1, -0.2], [0.1, -0.1, 0.1], [-0.1, 0.0, 0.0], [0.0, 0.0, 0.0], [0.0, 0.0, 0.0], [0.0, 0.0, 0.0], [0.0, 0.0, 0.0], [0.0, 0.0, 0.0], [0.0, 0.0, 0.0], [0.0, 0.0, 0.0], [0.0, 0.0, 0.0], [0.0, 0.0, 0.0], [0.0, 0.0, 0.0], [0.0, 0.0, 0.0], [0.0, 0.0, -0.2], [0.1, -0.1, -0.8], [0.0, 0.0, 0.3], [0.1, 0.1, 0.1], [0.1, -0.7, -0.6], [-0.1, 1.8, 1.0], [-0.4, -3.9, 0.3], [-0.1, 0.0, 0.6], [0.0, -0.4, -0.2], [0.0, 0.0, 0.1], [0.0, 0.0, 0.0], [-0.2, 0.0, 0.0]],
  "lowdin_spin": [0.092, 0.015, 0.160, -0.259, 0.021, 0.003, 0.001, 0.000, 0.000, 0.000, 0.000, 0.000, 0.000, -0.002, 0.007, -0.001, 0.011, 0.002, 0.007, 0.001, 0.051, 0.000, 0.001, 0.001, 0.000, 0.000, 0.000, 0.000, 0.000, 0.000, 0.000, 0.000, 0.000, 0.000, 0.000, 0.000, 0.000, 0.005, 0.000, 0.003, 0.001, 0.002, 0.019, 0.055, 0.027, 0.004, 0.002, 0.000, 0.000, 0.000, 0.004, 0.000, 0.000, 0.000, 0.001, 0.000, 0.000, 0.000, -0.020, 0.005, -0.006, 0.027, 0.091, 0.629, 0.078, 0.025, -0.097, -0.002, 0.002, 0.031],
  "multiplicity": 2,
  "total_charge": -2,
  "relative_energy_kcal_mol": 135.7,
  "homo_ev": [-0.113, -0.829],
  "orbital_gap_ev": [4.62, 5.44]
}

=====

{
  "formula": "C20H37F4N10O16S4Zr2",
  "method": "ωB97M-V/def2-TZVPD",
  "species": ["Zr", "Zr", "O", "C", "C", "O", "H", "H", "H", "H", "C", "C", "N", "C", "C", "N", "C", "C", "H", "H", "H", "H", "H", "H", "H", "H", "H", "H", "H", "C", "C", "N", "C", "C", "N", "C", "C", "H", "H", "H", "H", "H", "H", "H", "H", "H", "H", "H", "C", "C", "N", "C", "C", "N", "C", "C", "H", "H", "H", "H", "H", "H", "H", "H", "H", "H", "H", "N", "S", "O", "O", "F", "S", "O", "O", "F", "N", "S", "O", "O", "F", "S", "O", "O", "F", "N", "O", "O", "O", "N", "O", "O", "O"],
  "coordinates": [[0.559197, -4.329711, -2.866900], [-4.608310, -0.956469, -2.673239], [-2.685715, -0.983910, -1.687627], [-1.618912, -0.810288, -0.795933], [-0.173336, -1.346754, -1.163923], [0.144263, -2.705667, -1.380817], [-1.881993, -0.966911, 0.252416], [-1.642919, 0.278387, -0.701934], [0.552279, -0.837871, -0.528115], [0.027643, -0.879045, -2.130329], [3.078703, 6.123433, -3.045189], [1.934731, 5.268984, -2.393634], [1.859977, 3.885545, -3.011655], [0.743846, 3.081646, -3.236079], [1.100025, 1.793112, -3.668207], [2.470775, 1.776732, -3.623850], [2.890188, 3.001905, -3.195282], [3.329133, 0.596365, -3.877521], [2.926880, 6.451915, -4.073084], [4.039616, 5.615064, -2.965283], [3.253117, 7.070621, -2.534176], [0.928544, 5.684726, -2.335981], [2.063508, 5.109870, -1.322160], [-0.210218, 3.518452, -2.981754], [0.457919, 0.955372, -3.889684], [3.948574, 3.215444, -3.217030], [2.849608, -0.110361, -4.554146], [3.419159, 0.003804, -2.966468], [4.322315, 0.859295, -4.238358], [-1.173724, -1.073173, 3.385584], [-0.954253, -2.513023, 2.920071], [0.412827, -2.872379, 3.086461], [1.055775, -3.109165, 4.278846], [2.462362, -3.276023, 4.059674], [2.639708, -2.944983, 2.706724], [1.414960, -2.769562, 2.122540], [3.939968, -2.844384, 2.029947], [-0.952181, -0.687263, 4.381421], [-2.194345, -0.738910, 3.195340], [-0.601344, -0.310163, 2.852297], [-1.025310, -2.496561, 1.831838], [-1.712872, -3.188770, 3.312659], [0.526379, -3.156486, 5.218645], [3.311087, -3.416025, 4.711569], [1.244176, -2.243295, 1.196177], [3.809313, -3.466835, 1.147305], [4.719415, -3.294260, 2.643434], [4.134661, -1.784810, 1.870732], [0.922828, 3.849029, 4.913667], [-0.471572, 3.209000, 4.739658], [-0.901283, 3.104621, 3.401162], [-2.115626, 2.602187, 3.039005], [-2.296190, 2.720847, 1.650003], [-1.106405, 3.340357, 1.163688], [-0.251704, 3.469999, 2.246848], [-0.794057, 3.866757, -0.187781], [1.070061, 4.011047, 5.981005], [1.057860, 4.805309, 4.408506], [1.716437, 3.175892, 4.588285], [-1.172501, 3.695627, 5.417743], [-0.420603, 2.176399, 5.088221], [-2.719657, 2.233476, 3.854635], [-3.103704, 2.298098, 1.072432], [0.689201, 3.993772, 2.174778], [-0.373826, 3.082253, -0.816201], [-0.003463, 4.616931, -0.195619], [-1.722815, 4.357263, -0.476802], [-5.456897, -4.417677, 1.168577], [-6.498382, -3.274935, 1.998451], [-6.988082, -2.163433, 1.190970], [-6.178310, -3.142541, 3.374603], [-7.812791, -4.271988, 1.973445], [-4.574049, -3.309627, 0.710578], [-3.827025, -2.458448, 1.605807], [-4.871973, -2.678583, -0.591265], [-3.320627, -4.253329, 0.161840], [2.563471, -3.761734, -2.806017], [3.952416, -3.462934, -3.973752], [4.442606, -4.703157, -4.499842], [4.766223, -2.265496, -3.781413], [2.934327, -2.786450, -5.026927], [3.591667, -3.534280, -1.684010], [3.643503, -2.221176, -1.101791], [4.612188, -4.537676, -1.519668], [2.539176, -4.149052, -0.602820], [-3.658026, 2.424890, -2.154799], [-2.831401, 3.123279, -2.700947], [-3.976728, 1.311103, -2.663223], [-4.135894, 2.704127, -1.078347], [-3.043674, -4.200233, -3.103243], [-3.670289, -3.175896, -2.992727], [-3.512030, -5.340918, -3.179376], [-1.827596, -4.240317, -2.932683]],
  "atomic_forces_ev_per_a": [[-2.7, 5.0, 4.9], [7.7, 0.1, 6.3], [-4.3, -1.0, -3.0], [0.0, 0.8, 1.0], [-1.0, 1.3, -1.7], [0.5, -3.8, -2.9], [-0.5, -1.4, 0.0], [1.4, 0.5, -0.4], [-0.1, -0.4, 0.6], [0.0, 0.2, -0.2], [-0.4, 0.0, 0.5], [0.7, 0.2, -0.1], [0.7, -3.5, -0.1], [-0.4, -0.2, -0.2], [-0.4, 2.6, 1.4], [0.2, 1.2, 0.4], [0.3, 0.1, -1.1], [-0.2, -0.3, 0.5], [-0.4, -0.6, -0.1], [-0.1, -0.2, -0.1], [-0.4, -0.1, 0.5], [0.0, 0.2, -1.2], [0.9, -0.2, 0.0], [-0.2, -0.3, -0.6], [0.2, 0.1, -0.2], [-0.1, 0.3, 0.3], [-0.1, 0.6, -0.5], [0.2, 0.4, 0.3], [-0.2, 0.2, 0.0], [-0.6, 1.7, -0.2], [-0.6, 1.8, -0.9], [4.6, -0.6, 0.4], [2.3, -0.9, 0.0], [-3.1, 1.7, -1.4], [-2.1, -0.7, 1.1], [-0.2, 0.4, 2.1], [-0.6, -0.4, 0.0], [-0.1, -1.3, 0.6], [-0.3, -0.5, 0.1], [0.5, -0.4, -0.8], [-0.7, -0.2, 0.0], [0.5, -0.3, 0.2], [-0.1, -0.2, -0.1], [-0.2, -0.2, 0.1], [0.1, -0.5, -0.2], [0.6, 0.5, -0.1], [-0.2, 0.1, 0.1], [0.2, -0.2, -0.4], [-0.3, -0.4, 0.0], [2.1, -0.3, 2.2], [0.1, 0.7, -4.5], [-0.4, 0.2, -1.6], [1.7, 0.2, 2.0], [0.8, -0.9, 2.7], [-2.2, 0.6, 0.0], [-0.3, -0.1, 0.7], [0.0, 0.1, -0.1], [-0.3, 0.1, 0.1], [0.0, 0.0, -0.1], [-0.4, 0.3, -0.6], [0.1, 0.0, 0.3], [-0.5, -0.1, -0.4], [0.1, 0.6, -0.3], [0.0, -0.1, 0.2], [-0.8, -0.2, -0.2], [-0.2, 0.2, 0.8], [0.2, -0.3, -0.8], [-2.5, 1.7, 1.5], [-6.6, -2.2, 1.4], [1.9, -1.4, 0.8], [0.6, 0.1, -1.1], [2.4, 1.4, 0.0], [7.1, -0.1, -2.0], [-1.0, 0.2, -0.5], [-1.1, 2.0, -2.4], [-0.7, 0.4, 0.0], [-0.6, -0.2, -4.8], [2.0, 1.5, -7.0], [-1.4, 1.9, 1.4], [-1.5, -2.9, 1.5], [-0.3, -1.3, 0.5], [1.4, -0.5, 11.4], [0.5, -0.6, -2.2], [-0.7, 1.9, -2.1], [-1.3, -0.8, 0.1], [1.5, 3.6, 2.7], [-0.1, -0.8, -0.9], [-2.3, -6.3, -2.6], [-0.6, -0.4, 0.2], [-3.0, -7.1, 0.5], [-2.0, 3.7, -0.9], [-1.0, 2.7, -0.5], [8.1, 1.8, 0.0]],
  "mulliken_charge": [2.032, 2.199, -0.004, 0.198, -0.156, 0.003, -0.115, -0.224, 0.378, 0.165, -1.262, -0.350, 0.249, -0.999, -0.684, 0.271, -0.185, -1.090, 0.361, 0.357, 0.399, 0.421, 0.352, 0.999, 0.670, 0.340, 0.342, 0.436, 0.385, -1.261, -0.379, 0.411, -0.196, -0.517, 0.163, -0.642, -0.521, 0.576, 0.422, 0.352, -0.118, 0.469, 0.505, 0.467, 0.480, 0.036, 0.324, 0.312, -1.447, -0.069, 0.199, -0.839, -0.394, 0.299, -0.261, -1.071, 0.375, 0.407, 0.382, 0.411, 0.246, 0.585, 0.591, 0.438, 0.390, 0.320, 0.413, -0.299, 1.110, -0.524, -0.480, -0.236, 0.881, -0.349, -0.331, -0.382, -0.065, 0.948, -0.390, -0.336, -0.233, 1.005, -0.454, -0.461, -0.357, 1.012, -0.473, -0.652, -0.571, 0.449, -0.315, -0.338, -0.509],
  "multiplicity": 1,
  "total_charge": 5,
  "homo_ev": -20.482,
  "orbital_gap_ev": 3.13
}

=====

What did we get for electronic energy? Answer: -94704.153; -125696.138 eV, in the order shown.